{
  "formula": "C4H5Cl2NO4",
  "method": "wB97M-V/def2-TZVPD",
  "spin_multiplicity": 1,
  "gap_ev": [7.83, 7.65],
  "homo_ev": [-9.446, -9.872],
  "species": ["C", "C", "C", "C", "N", "O", "O", "O", "O", "Cl", "Cl", "H", "H", "H", "H", "H"],
  "positions_angstrom": [[-0.683, -0.464, -0.738], [-2.269, -0.153, 0.982], [-0.053, 0.391, -1.654], [2.325, -0.275, 0.067], [1.673, 0.843, 0.694], [-0.480, -1.691, -0.581], [2.040, 1.982, 0.479], [0.830, 0.484, 1.507], [-1.553, 0.293, -0.106], [1.806, -1.891, 0.422], [3.763, -0.125, -0.930], [-2.492, -1.303, 0.875], [-3.210, 0.452, 1.117], [-1.841, 0.039, 1.947], [-0.451, 1.344, -1.662], [0.595, 0.073, -2.418]],
  "atomic_forces_ev_per_a": [[0.461, -3.333, -0.082], [-2.771, -2.386, 1.065], [0.822, -0.858, -0.721], [0.832, -1.772, -1.164], [0.595, -0.704, 0.886], [-1.464, 2.587, -0.467], [-0.030, -0.333, -0.338], [-0.280, 0.617, -0.023], [-0.723, 1.202, 0.808], [1.593, 1.889, 0.203], [-1.629, 0.324, 1.083], [0.255, 2.272, 0.307], [0.649, -0.775, -0.994], [1.258, -0.166, 0.237], [-0.284, 1.944, -0.180], [0.717, -0.508, -0.618]]
}